# 1
13
Properties=species:S:1:pos:R:3:forces:R:3 method="wB97M-V/def2-TZVPD" homo_lumo_gap_ev=10.9787 total_energy_ha=-232.394787 smiles="CC=O.C=C" spin_multiplicity=1 e_above_lowest_kj_mol=133.5
C -1.108 -0.911 -1.062 -0.118 0.000 0.171
C -1.001 -1.202 0.413 0.063 0.258 0.099
O -1.652 -0.660 1.274 0.145 -0.318 -0.400
H -1.799 -0.082 -1.228 0.085 -0.140 -0.031
H -0.117 -0.668 -1.463 -0.182 -0.075 0.110
H -1.467 -1.815 -1.570 0.044 0.125 0.013
H -0.228 -1.955 0.687 -0.173 0.023 -0.003
C 1.579 1.370 -0.058 0.171 0.041 0.247
C 0.870 1.087 1.029 -0.185 -0.058 -0.091
H 1.325 2.173 -0.754 -0.075 -0.370 0.177
H 2.495 0.811 -0.250 -0.117 0.263 -0.053
H 1.198 0.313 1.724 -0.074 0.156 -0.185
H -0.098 1.538 1.258 0.415 0.095 -0.052

---

# 2
71
Properties=species:S:1:pos:R:3:forces:R:3 method="wB97M-V/def2-TZVPD" total_charge=+2 homo_lumo_gap_ev=7.7502 total_energy_ha=-2060.118554 spin_multiplicity=1 e_above_lowest_kj_mol=0.0
Pd -0.210 0.133 0.558 0.394 0.142 -0.406
C 2.482 -1.973 0.464 -0.030 -0.004 -0.029
C 1.271 -2.519 1.152 -0.031 0.047 -0.020
C 1.292 -3.801 1.707 0.030 0.067 -0.025
C 0.156 -4.336 2.265 -0.017 -0.068 0.023
C -1.030 -3.613 2.210 -0.038 -0.020 0.001
C -1.013 -2.361 1.646 0.044 0.070 -0.006
N 0.145 -1.791 1.183 -0.498 -0.242 0.281
C -2.253 -1.568 1.438 0.030 -0.019 -0.001
C -3.543 -1.886 1.830 0.030 0.033 -0.031
C -4.560 -0.988 1.528 -0.017 0.002 -0.012
C -4.300 0.210 0.872 0.053 -0.045 0.009
C -2.993 0.483 0.499 0.070 -0.004 -0.060
N -2.051 -0.430 0.769 0.402 0.286 -0.212
C -2.478 1.690 -0.207 0.020 -0.128 0.105
C -3.304 2.681 -0.672 -0.035 0.045 -0.040
C -2.749 3.730 -1.407 0.020 -0.057 0.041
C -1.405 3.706 -1.682 0.026 -0.034 0.048
C -0.598 2.673 -1.185 0.158 0.098 -0.114
C 0.843 2.610 -1.588 -0.052 0.015 0.030
N -1.122 1.724 -0.415 -0.483 -0.365 0.342
H 3.274 -2.717 0.451 -0.010 -0.001 0.003
H 2.845 -1.065 0.938 0.027 0.021 -0.002
H 2.230 -1.717 -0.566 0.016 0.013 0.002
H 2.212 -4.366 1.676 0.008 0.015 0.005
H 0.173 -5.324 2.706 -0.005 0.001 -0.002
H -1.950 -4.037 2.582 0.001 0.004 -0.010
H -3.760 -2.803 2.356 -0.010 0.010 0.010
H -5.576 -1.222 1.816 0.003 0.008 0.015
H -5.100 0.903 0.663 0.000 0.006 0.006
H -4.369 2.637 -0.494 0.002 0.008 -0.006
H -3.376 4.528 -1.781 -0.007 -0.007 -0.001
H -0.944 4.470 -2.294 -0.009 0.004 -0.002
H 0.893 2.605 -2.678 0.015 -0.003 -0.005
H 1.341 1.727 -1.200 -0.025 0.052 -0.025
H 1.373 3.497 -1.243 0.022 0.026 0.033
O 1.687 0.902 0.843 -0.289 0.053 0.240
P 1.879 1.844 2.051 0.155 0.232 -0.003
C 3.605 2.301 2.076 -0.078 -0.073 0.018
C 4.407 2.032 0.969 -0.002 0.015 -0.003
C 5.741 2.414 0.983 0.013 0.007 0.001
C 6.266 3.060 2.093 -0.008 -0.005 -0.010
C 5.466 3.326 3.198 -0.003 0.001 0.004
C 4.135 2.945 3.194 0.016 -0.011 0.020
C 0.902 3.357 1.944 0.053 -0.150 -0.142
C 1.507 4.544 1.538 -0.016 0.026 -0.023
C 0.747 5.696 1.381 0.005 -0.003 0.026
C -0.616 5.668 1.639 0.003 0.020 -0.012
C -1.227 4.488 2.049 -0.012 -0.035 0.003
C -0.473 3.336 2.197 0.020 -0.024 -0.014
C 1.451 1.065 3.612 0.057 -0.046 -0.080
C 0.902 1.780 4.677 0.009 -0.017 -0.013
C 0.664 1.144 5.887 -0.004 -0.001 0.014
C 0.974 -0.199 6.042 -0.002 0.007 -0.003
C 1.541 -0.911 4.992 0.008 0.001 -0.012
C 1.787 -0.280 3.785 -0.031 -0.009 -0.035
H 3.991 1.527 0.107 0.001 0.000 0.002
H 6.369 2.207 0.127 0.003 0.001 0.003
H 7.307 3.357 2.100 -0.001 -0.002 0.000
H 5.882 3.825 4.062 0.000 -0.002 -0.001
H 3.516 3.143 4.061 0.001 0.001 -0.005
H 2.574 4.576 1.354 0.004 0.002 -0.012
H 1.223 6.617 1.075 0.000 -0.003 0.000
H -1.203 6.571 1.536 0.004 -0.001 0.000
H -2.287 4.473 2.268 0.004 0.004 -0.002
H -0.953 2.419 2.520 0.005 -0.001 0.056
H 0.667 2.830 4.573 -0.015 0.013 -0.017
H 0.243 1.703 6.712 -0.002 -0.003 -0.002
H 0.788 -0.689 6.989 0.005 0.003 0.000
H 1.808 -1.951 5.123 0.002 -0.008 0.006
H 2.257 -0.827 2.978 -0.003 0.027 0.050

---

# 3
78
Properties=species:S:1:pos:R:3:forces:R:3 method="wB97M-V/def2-TZVPD" total_charge=-2 homo_lumo_gap_ev="2.8197 / 2.7105" total_energy_ha=-3812.808402 spin_multiplicity=1
C 0.589 -0.051 -3.255 0.112 -1.874 1.263
I -1.478 2.743 -2.174 -1.302 2.884 -7.573
H -0.319 -0.251 -3.823 -0.565 -0.280 0.219
H 1.394 -0.912 -3.483 -1.665 2.332 0.509
H 0.819 0.927 -3.529 1.111 1.348 -0.776
C -0.818 3.163 0.416 -1.248 -1.184 2.160
C -1.953 2.439 0.024 1.301 0.566 2.724
N -1.498 1.094 -0.176 -2.914 -0.227 0.503
C -0.133 1.287 -0.564 1.868 -4.111 -0.713
N 0.273 2.402 0.116 1.012 1.516 -0.067
H -0.770 4.136 0.867 0.100 0.108 -0.167
H -2.970 2.642 0.304 -0.113 0.001 -0.123
C 1.787 -3.006 0.081 0.254 -0.698 -0.604
C 0.901 -1.265 -0.988 -3.517 7.201 -2.528
N 1.695 -1.612 0.018 2.020 -0.974 5.437
H 0.773 -4.505 -1.183 -0.073 0.069 0.143
N 0.336 -2.407 -1.461 -1.611 -4.284 -1.481
H 2.488 -3.507 0.724 -0.057 0.025 0.101
Lu -0.644 -0.637 0.623 1.785 -2.580 1.534
C 0.756 0.212 -1.554 3.215 -0.550 -1.591
O 1.956 0.851 -1.639 -0.442 -0.333 0.988
C 0.952 -3.493 -0.854 0.332 0.226 0.069
C -0.667 -2.632 -2.486 -0.008 -0.080 0.068
H -1.693 -2.639 -2.054 0.352 -0.073 -0.195
H -0.479 -3.619 -2.971 -0.105 0.612 0.348
H -0.603 -1.848 -3.238 -0.182 -0.441 0.105
C 2.593 -0.786 0.825 0.323 -0.450 0.563
H 3.469 -1.427 1.092 -0.281 0.418 -0.193
H 2.101 -0.484 1.771 0.523 -0.029 -0.551
H 2.909 0.080 0.258 -0.016 0.215 -0.285
C 1.641 2.905 0.184 0.140 0.402 0.347
H 1.629 4.021 0.243 -0.188 -0.795 0.047
H 2.186 2.575 -0.711 -0.249 -0.043 0.286
H 2.142 2.500 1.094 -0.241 0.217 -0.496
C -2.388 0.140 -0.919 0.092 1.753 -0.280
H -2.169 0.125 -1.984 0.075 0.011 -0.135
H -3.415 0.497 -0.763 0.315 -0.337 -0.038
H -2.363 -0.931 -0.534 -0.201 -0.018 0.151
C -3.596 -1.303 2.783 -0.217 -0.258 -0.168
Si -1.877 -1.750 3.425 0.609 0.917 0.214
C -2.071 -2.468 5.152 -0.384 -0.707 0.128
C -1.085 -3.114 2.351 -0.159 -0.246 0.127
Si -0.536 0.154 3.481 0.284 -0.038 -0.514
Si -1.734 1.699 4.746 0.270 -0.820 -1.166
C -2.576 1.022 6.284 -0.459 0.121 0.748
C -0.591 3.100 5.258 0.092 0.757 0.334
C -3.093 2.408 3.642 -0.259 0.486 0.288
Si 1.217 -0.293 4.941 -1.062 0.226 -0.910
C 0.806 -0.124 6.770 0.359 -0.094 0.935
C 1.869 -2.032 4.677 0.666 -0.604 0.279
C 2.570 0.954 4.537 0.581 0.027 0.333
H -4.208 -2.212 2.850 -0.198 0.098 -0.106
H -3.616 -0.968 1.730 0.131 -0.242 0.463
H -4.059 -0.516 3.389 0.052 -0.116 0.086
H -2.496 -3.474 5.041 -0.044 -0.063 0.235
H -1.127 -2.565 5.698 -0.050 0.075 -0.175
H -2.759 -1.881 5.768 0.099 -0.010 -0.099
H -1.271 -3.031 1.256 -0.005 -0.011 0.398
H -0.006 -3.228 2.519 -0.133 0.053 0.017
H -1.572 -4.053 2.659 0.083 0.023 -0.193
H -1.867 0.712 7.074 -0.283 0.091 -0.402
H -3.203 1.839 6.701 0.181 -0.336 -0.033
H -3.250 0.171 6.072 0.338 0.417 -0.007
H -0.320 3.723 4.383 -0.116 -0.355 0.347
H -1.130 3.750 5.977 0.294 -0.121 -0.226
H 0.347 2.768 5.740 -0.446 0.070 -0.215
H -2.662 3.107 2.911 -0.057 -0.247 0.114
H -3.645 1.635 3.091 0.199 0.155 0.149
H -3.808 2.966 4.270 -0.024 -0.033 -0.207
H 0.002 -0.810 7.103 0.342 0.297 -0.257
H 1.726 -0.394 7.339 -0.427 0.144 -0.076
H 0.523 0.903 7.075 0.117 -0.470 -0.232
H 2.491 -2.105 3.765 -0.308 0.056 0.310
H 2.517 -2.290 5.541 -0.140 -0.074 -0.367
H 1.080 -2.803 4.613 0.259 0.416 0.040
H 3.087 0.698 3.599 -0.205 0.065 0.219
H 2.190 1.982 4.446 0.017 -0.329 0.012
H 3.314 0.936 5.350 0.057 0.141 -0.191

---

# 4
26
Properties=species:S:1:pos:R:3:forces:R:3 method="wB97M-V/def2-TZVPD" total_charge=-2 homo_lumo_gap_ev="3.4089 / 6.7726" total_energy_ha=-2080.818349 spin_multiplicity=5
C -0.029 2.549 0.767 -0.617 0.977 2.192
N -0.162 2.999 2.244 0.483 -2.319 -4.364
O -1.311 3.055 2.719 -2.824 0.299 1.281
O 0.875 3.365 2.825 2.603 1.029 1.481
H 0.719 3.249 0.376 -0.049 -0.195 -0.243
H -1.002 2.772 0.344 -0.232 -0.048 -0.141
O 2.522 -2.909 -0.520 -0.530 0.791 0.968
C 1.586 -2.218 -0.577 1.532 -1.604 -1.538
Fe 0.144 -1.446 -1.187 1.694 -0.006 0.795
C 0.881 -1.012 -2.811 0.117 0.911 -1.491
O 1.515 -1.146 -3.778 0.618 -0.574 -0.311
C -0.432 -3.014 -1.781 -1.355 -1.259 -0.223
O -0.450 -4.024 -2.364 0.442 -0.573 -0.469
C 0.388 1.099 0.466 1.712 -0.471 -0.508
C 0.262 -0.048 1.485 0.955 0.162 0.062
C -0.301 -1.300 0.811 -0.908 0.110 1.594
C -1.509 -1.141 0.052 -0.333 0.069 0.570
C -1.426 -0.085 -0.888 -0.238 1.469 0.494
C -0.176 0.626 -0.861 -1.788 1.920 -0.119
H 1.486 1.191 0.291 -0.498 -0.059 0.086
H 1.316 -0.230 1.773 -0.522 -0.268 0.327
H -0.273 0.236 2.404 -0.111 -0.069 -0.328
H -0.117 -2.224 1.381 -0.592 0.377 -0.075
H -2.351 -1.842 0.111 0.437 0.211 -0.316
H -2.209 0.143 -1.633 0.407 -0.429 0.309
H 0.054 1.357 -1.648 -0.402 -0.449 -0.033